No. 1
57
Properties=species:S:1:pos:R:3:forces:R:3:lowdin_charge:R:1 method="wB97M-V/def2-TZVPD" largest_force_ev_per_a=0.7 relative_energy_kcal_mol=0.0 homo_lumo_gap_ev="6.81 / 7.01" multiplicity=2 homo_ha="-0.530 / -0.529" charge=+2
Re -2.25158 -0.63689 -0.39105 0.47 -0.40 -0.25 1.67
C 3.20719 4.49820 -1.30692 0.00 0.00 0.00 -0.03
C 3.68480 3.08235 -1.57758 0.00 0.02 0.00 -0.27
C 4.98706 2.77555 -0.86068 0.00 -0.01 0.02 -0.13
C 5.47427 1.38438 -1.21937 -0.02 0.00 -0.01 -0.11
C 4.40944 0.36378 -0.93137 0.04 0.05 -0.01 -0.11
C 4.74342 -0.94356 -0.66317 0.00 -0.02 -0.01 0.09
C 3.75740 -1.88897 -0.38647 0.01 0.01 0.00 -0.24
F 4.13007 -3.13731 -0.13188 0.00 0.00 0.00 0.12
C 2.43125 -1.56258 -0.36174 -0.02 0.01 -0.01 0.09
C 2.06435 -0.23629 -0.62881 -0.02 -0.05 -0.01 -0.05
C 0.66682 0.12772 -0.61871 0.11 -0.04 -0.10 -0.26
O -0.19051 -0.79601 -0.35349 -0.38 0.14 0.25 -0.18
C 0.35393 1.46536 -0.88327 -0.06 -0.01 -0.01 -0.03
C 1.38356 2.36920 -1.15045 0.03 0.02 0.01 0.06
N 2.65639 2.04943 -1.17989 -0.02 -0.03 -0.01 0.07
C 3.04838 0.72778 -0.91562 0.00 0.02 0.00 -0.04
C -0.99783 2.04418 -0.91077 -0.07 -0.03 -0.04 -0.44
O -1.25597 3.19870 -0.99534 0.03 -0.01 -0.01 0.19
O -2.07370 1.14304 -0.83909 -0.02 0.25 0.06 -0.20
H 4.04821 5.16946 -1.47200 0.00 0.00 -0.01 0.10
H 2.88392 4.61930 -0.27142 0.01 0.01 0.00 0.11
H 2.41297 4.82506 -1.97637 -0.01 0.00 0.01 0.09
H 3.83009 2.94167 -2.65220 0.00 -0.02 0.00 0.17
H 4.84299 2.87470 0.21917 0.00 0.00 0.00 0.14
H 5.72069 3.52265 -1.15954 0.00 0.01 0.00 0.14
H 6.38112 1.13062 -0.67224 0.00 0.00 0.01 0.13
H 5.72889 1.34776 -2.28291 0.01 -0.01 0.00 0.14
H 5.78091 -1.25377 -0.65884 0.00 0.00 0.00 0.15
H 1.68325 -2.30988 -0.14443 0.00 0.00 0.00 0.14
H 1.11889 3.39521 -1.35489 0.00 0.00 0.00 0.14
O -4.35068 -0.35935 -0.62578 0.05 0.10 -0.03 -0.20
C -5.24389 0.02839 0.47154 -0.04 -0.07 0.02 -0.15
C -5.71072 -1.23094 1.16927 0.03 0.01 0.00 -0.13
C -4.57271 -2.23780 1.39021 -0.01 0.04 0.05 -0.12
C -3.44860 -1.68942 2.22163 0.02 -0.03 -0.03 -0.23
C -3.47433 -1.81583 3.59925 -0.02 -0.01 0.00 0.03
C -2.43685 -1.32867 4.37481 0.02 0.01 0.00 0.02
C -1.34904 -0.73451 3.74891 -0.01 0.00 0.01 0.00
C -1.34916 -0.64531 2.38043 -0.05 0.02 0.03 -0.07
N -2.38720 -1.08295 1.61847 0.03 0.02 0.06 -0.06
H -4.62441 0.05301 -1.45522 -0.01 0.00 0.00 0.14
H -6.07197 0.58826 0.04380 0.00 0.01 0.01 0.14
H -4.68152 0.69205 1.12918 0.03 0.00 -0.02 0.13
H -6.49304 -1.71751 0.58711 0.02 -0.01 -0.02 0.13
H -6.15281 -0.94296 2.12551 -0.02 0.00 -0.01 0.14
H -4.19763 -2.60070 0.43298 0.00 -0.01 0.00 0.10
H -4.97532 -3.10737 1.90850 0.00 0.00 0.00 0.14
H -4.31941 -2.31188 4.05709 0.00 0.00 0.00 0.14
H -2.46808 -1.42608 5.45196 0.00 0.00 0.00 0.14
H -0.50451 -0.35923 4.30800 -0.01 0.00 0.00 0.13
H -0.51443 -0.21811 1.84724 0.01 -0.01 -0.01 0.11
N -2.22283 -2.20053 -1.43663 -0.18 -0.04 0.10 -0.06
C -1.77580 -3.15705 -2.03425 0.08 0.13 0.07 -0.21
N -1.49870 -4.14754 -2.65939 -0.02 -0.15 -0.17 0.19
C -0.39521 -4.86281 -2.86614 0.02 0.17 0.08 -0.27
N 0.55811 -5.47603 -3.05711 -0.03 -0.05 -0.02 0.19



No. 2
13
Properties=species:S:1:pos:R:3:forces:R:3:lowdin_charge:R:1 method="wB97M-V/def2-TZVPD" largest_force_ev_per_a=0.5 relative_energy_kcal_mol=30.0 homo_lumo_gap_ev=9.92 homo_ha=-0.359
O 1.06743 1.23201 1.65066 -0.17 -0.40 -0.29 0.11
C 0.75394 0.52485 0.72270 0.18 0.11 0.35 -0.34
C 1.67811 -0.01541 -0.35522 0.18 0.16 0.10 -0.11
O 0.85329 -0.70162 -1.28057 0.03 0.02 -0.14 -0.11
C -0.50122 -0.28015 -1.10743 -0.24 0.04 -0.03 -0.15
C -1.62270 -0.15254 1.17045 0.13 -0.03 0.01 0.11
C -0.60243 0.03027 0.34885 -0.25 -0.01 0.14 -0.22
H 2.38706 -0.70198 0.12518 -0.08 0.03 -0.26 0.14
H 2.23998 0.78730 -0.84699 -0.05 0.01 0.11 0.14
H -1.14645 -1.09414 -1.44602 0.06 0.16 0.07 0.13
H -1.47254 -0.01316 2.23434 -0.23 0.23 -0.02 0.08
H -2.59066 -0.47626 0.79477 0.16 -0.10 0.21 0.08
H -0.74798 0.63784 -1.66702 0.28 -0.23 -0.25 0.14



No. 3
18
Properties=species:S:1:pos:R:3:forces:R:3:lowdin_charge:R:1 method="wB97M-V/def2-TZVPD" largest_force_ev_per_a=10.9 homo_lumo_gap_ev="6.76 / 6.34" multiplicity=3 homo_ha="-0.347 / -0.524" charge=+1
C 1.24415 1.64476 0.30081 1.54 0.78 -0.52 0.00
C 0.93265 0.53630 -0.68566 1.58 -0.35 2.37 -0.35
C -0.31949 -1.18046 0.46560 8.75 -5.52 3.57 -0.31
N -1.34449 -1.85114 0.85042 -3.31 -1.44 0.59 0.23
N -0.28785 -0.08455 -0.19468 -0.12 5.78 -4.73 0.14
N 2.02425 -0.40073 -0.43650 2.21 0.86 -0.22 0.03
Cl -3.94920 0.93077 -0.24186 0.47 0.31 0.31 0.33
H 2.32808 1.54026 0.35646 -0.19 0.62 0.64 0.09
H 1.06361 2.65774 0.05201 -0.66 0.85 -0.77 0.08
H 0.79489 1.45884 1.21872 -0.51 -0.42 1.86 0.07
H 0.75116 0.97194 -1.66278 0.12 -0.45 -0.52 0.17
H 0.70777 -1.65540 0.57428 -1.73 0.69 -0.04 0.15
H -2.17445 -1.40233 0.60243 -2.46 -0.27 0.13 0.08
H -1.23268 -2.64982 1.45056 -0.49 -0.01 0.11 0.16
H -1.07914 0.45332 -0.41370 -1.63 0.82 -0.12 0.11
H -4.65577 0.04548 -0.80404 -0.36 -0.38 -0.31 -0.23
H 2.11990 -0.90574 -1.25998 0.49 -1.80 -1.58 0.06
H 3.07663 -0.10924 -0.17211 -3.70 -0.05 -0.77 0.19



No. 4
98
Properties=species:S:1:pos:R:3:forces:R:3:lowdin_charge:R:1 method="wB97M-V/def2-TZVPD" largest_force_ev_per_a=6.5 relative_energy_kcal_mol=28.4 homo_lumo_gap_ev="2.78 / 7.30" multiplicity=2 homo_ha="-0.018 / -0.184" charge=-1
C 24.84109 27.39926 7.83251 0.98 -1.28 0.73 -0.03
C 24.58432 26.33921 8.93744 -2.92 1.10 -0.87 -0.21
O 25.29550 25.14337 8.69827 1.79 -3.19 -0.34 0.01
C 24.76463 23.87404 8.76596 -4.58 2.54 3.00 -0.24
O 23.53016 23.67450 8.95497 4.47 0.11 -1.29 0.08
C 25.79590 22.70729 8.99441 0.36 3.13 0.07 -0.58
F 27.03394 23.23643 9.07435 -0.15 -0.31 0.91 0.15
F 25.50288 21.98262 10.07425 0.24 0.29 -0.64 0.19
F 25.81223 22.00933 7.91232 -0.41 -2.28 -1.61 0.20
H 25.90489 27.61068 7.94089 0.08 0.30 -0.53 0.08
H 24.29906 28.33888 7.93927 -0.19 -0.31 0.35 0.07
H 24.62382 26.93732 6.86944 0.11 0.20 -0.13 0.07
H 23.53685 26.04689 8.86354 -0.17 0.17 0.17 0.09
H 24.72594 26.76854 9.92926 0.61 -0.40 0.26 0.11
C 20.12454 34.91817 9.27121 -0.38 0.42 1.59 -0.08
C 21.19925 34.45655 8.36529 0.93 -0.16 -0.40 -0.22
O 21.71047 33.15385 8.64476 0.28 -2.12 -0.13 0.01
C 22.62454 32.81600 9.58546 -1.81 1.46 -0.45 -0.36
O 23.01559 33.55251 10.42665 0.48 0.53 0.56 0.18
C 23.12377 31.38009 9.44548 -0.46 -0.58 1.83 -0.54
F 22.13450 30.48329 9.22702 0.60 0.53 0.43 0.16
F 23.92404 31.35643 8.41976 1.20 -0.35 -1.31 0.20
F 23.82180 31.06712 10.57119 -1.25 0.06 -1.42 0.15
H 19.90842 35.96804 9.07332 -0.24 -0.04 -0.27 0.08
H 20.44861 34.91101 10.31189 0.27 -0.05 0.05 0.08
H 19.20948 34.32596 9.27918 0.05 -0.02 -0.51 0.08
H 22.06274 35.12166 8.35496 -0.15 0.30 0.05 0.13
H 20.80745 34.35919 7.35281 0.20 0.02 -0.05 0.12
C 20.88028 25.21117 10.16501 1.15 0.57 1.05 -0.04
C 21.98763 26.02187 10.97613 -1.24 0.55 -2.06 -0.17
O 21.43310 26.47867 12.22387 0.25 -0.20 1.66 0.02
C 20.77581 27.60953 12.39654 -1.73 0.35 -5.38 -0.32
O 20.34665 28.27319 11.41934 1.12 -1.27 3.44 0.09
C 20.52000 27.97307 13.87125 2.12 0.51 -1.55 -0.66
F 19.59553 27.34673 14.52444 -1.23 -1.75 0.61 0.21
F 21.69925 27.83498 14.43006 1.19 -0.94 1.45 0.19
F 20.25185 29.23435 13.97114 -1.04 2.50 -0.30 0.20
H 21.24969 24.72390 9.26268 0.54 -0.22 0.41 0.05
H 20.06951 25.82815 9.77760 -0.06 0.30 0.67 0.07
H 20.55524 24.49231 10.91713 -0.52 -0.30 -0.49 0.07
H 22.30827 26.87708 10.38123 -0.15 0.23 0.33 0.10
H 22.90303 25.46814 11.18479 -0.45 -0.18 0.41 0.12
C 30.76270 21.01759 18.45088 -0.12 0.54 -0.93 -0.07
C 30.15517 22.25514 19.11979 -1.40 -0.91 0.13 -0.21
O 30.49062 23.56703 18.58716 0.96 0.16 -0.38 0.01
C 30.03149 23.88058 17.33877 -3.12 -3.70 0.00 -0.29
O 29.15084 23.17626 16.82124 2.46 2.29 0.66 0.11
C 30.65663 25.15258 16.66644 -3.59 -2.23 2.35 -0.69
F 31.83841 25.23734 17.12014 3.26 1.35 0.81 0.24
F 30.62775 25.04044 15.40206 0.28 -0.15 -2.77 0.25
F 29.86301 26.16036 17.01943 0.33 0.96 0.35 0.18
H 30.38148 20.84870 17.44378 -0.18 0.25 -0.03 0.07
H 30.49019 20.11889 19.00422 0.14 0.16 0.29 0.08
H 31.84401 21.08285 18.33007 0.07 0.02 0.39 0.08
H 30.30943 22.12629 20.19110 1.18 1.24 0.07 0.11
H 29.07007 22.16903 19.17676 -0.24 0.02 -0.92 0.12
C 26.83422 26.25741 15.63854 0.86 -0.75 -0.40 -0.06
C 26.19125 26.24415 14.26197 -2.06 0.67 -0.42 -0.28
O 26.60076 27.30124 13.45362 1.53 1.18 0.11 -0.09
C 25.75750 27.99687 12.54283 0.18 -0.47 -0.69 -0.42
O 24.54815 27.64514 12.33826 -0.39 -0.04 -0.08 -0.10
C 26.39225 29.21997 11.89711 -0.40 -6.50 0.16 -0.67
F 27.75111 29.07689 11.83683 0.15 0.55 -0.55 0.10
F 25.84987 29.44268 10.69147 0.38 -0.44 -1.86 0.10
F 26.13996 30.29003 12.49396 -0.32 5.42 3.39 0.19
H 26.22322 25.74664 16.38278 -0.36 0.17 -0.03 0.07
H 27.06154 27.27515 15.95575 -0.02 -0.11 -0.11 0.05
H 27.74387 25.65723 15.61748 0.35 0.33 0.06 0.05
H 25.12034 26.33164 14.44523 -0.39 0.09 -0.23 0.10
H 26.28046 25.33259 13.67103 0.42 -0.56 0.36 0.11
C 30.26978 33.37490 13.24107 0.10 -0.69 -0.67 -0.07
C 29.50348 34.46285 12.46634 0.05 -0.40 1.57 -0.19
O 28.31465 33.95081 11.82089 -1.28 -0.52 0.36 0.00
C 27.23588 33.64811 12.62467 1.62 2.14 1.92 -0.31
O 27.26443 33.77941 13.83893 -0.21 -0.65 -2.03 0.13
C 25.91293 33.43549 11.84092 1.59 -0.94 -0.44 -0.56
F 26.12128 32.43154 10.97753 -0.49 0.20 0.10 0.15
F 24.94370 33.15021 12.69289 0.05 0.34 -0.60 0.19
F 25.66494 34.52721 11.10254 -0.44 0.09 0.52 0.16
H 30.41460 32.49525 12.61390 0.12 0.05 -0.30 0.08
H 29.77037 32.95841 14.11585 -0.36 0.57 0.00 0.07
H 31.26446 33.68857 13.55783 -0.05 0.34 -0.10 0.07
H 30.10450 34.97824 11.71718 -0.16 -0.51 -0.27 0.12
H 29.24070 35.22178 13.20327 -0.45 0.13 -0.10 0.11
C 26.33243 29.77028 17.71797 0.71 1.11 -0.76 -0.02
C 27.24966 30.88556 16.97470 -2.46 -1.04 0.11 -0.18
O 28.58359 30.70152 17.33979 3.13 -1.33 -0.55 -0.01
C 29.39521 29.81275 16.68084 -2.22 -2.14 -2.42 -0.27
O 29.09191 29.07277 15.70520 1.37 3.29 4.09 0.12
C 30.80262 29.68998 17.39243 0.33 1.23 -0.13 -0.42
F 31.07861 30.81836 18.17208 -0.29 -1.96 -1.18 0.10
F 30.83088 28.59845 18.20268 0.25 1.27 -1.03 0.14
F 31.78376 29.61397 16.42483 -1.33 -0.18 1.72 0.12
H 26.62157 28.79475 17.32702 -0.15 0.13 -0.26 0.04
H 25.26725 29.93501 17.55565 0.10 0.05 -0.47 0.07
H 26.41357 29.66968 18.80028 0.58 0.62 0.08 0.06
H 27.05085 31.94474 17.13809 -0.27 -0.18 0.94 0.12
H 27.07854 30.85192 15.89874 0.30 -0.80 -0.15 0.12



No. 5
19
Properties=species:S:1:pos:R:3:forces:R:3:lowdin_charge:R:1 method="wB97M-V/def2-TZVPD" largest_force_ev_per_a=3.8 relative_energy_kcal_mol=0.0 homo_lumo_gap_ev=6.86 homo_ha=-0.051 charge=-2
C -0.28672 0.53345 -0.53040 0.36 1.75 1.06 -0.23
C 1.02879 -0.06053 -0.89759 0.33 0.61 2.38 -0.19
C -0.20165 0.91505 1.03504 0.68 -3.43 -1.37 -0.42
C 2.00532 -0.03665 0.02608 -0.59 0.29 -0.62 -0.62
O -1.87698 -1.74561 0.73803 -1.59 0.39 -0.17 -0.52
O 3.84680 -1.07233 -1.43361 -0.03 0.85 1.59 -0.42
O -0.59426 -3.15554 -0.94156 -0.17 -0.41 0.83 -0.39
O -0.67348 -3.65766 1.59934 -0.29 -1.74 0.68 -0.52
O 4.42721 0.92619 -0.15264 -0.01 0.55 0.35 -0.39
O 4.09291 -1.19916 1.02059 -0.08 0.35 0.07 -0.39
S 1.51924 0.56616 1.59172 -0.46 0.53 0.27 0.85
S -0.62604 -2.48022 0.76150 1.79 0.83 -1.19 0.61
S 3.75816 -0.35886 -0.12041 0.09 -2.05 -2.70 0.34
H -0.38765 1.45954 -1.23210 -0.05 -1.04 1.37 0.12
H -1.18783 -0.04548 -0.63241 -0.06 -0.62 -0.44 0.06
H -0.13075 -4.00665 -0.83180 -0.18 0.51 -0.01 -0.01
H 1.12932 -0.17450 -1.90735 0.99 -1.03 -2.39 0.08
H -0.44770 1.90391 1.03154 -0.67 2.73 1.03 0.01
H -0.81261 0.21708 1.65124 -0.05 0.94 -0.75 0.04